#a
2 unconnected molecules or ions with the total composition C6H12N2O, computed with ωB97M-V/def2-TZVPD.

XYZ file:
```
21
C6H12N2O ωB97M-V/def2-TZVPD
O -1.015 1.721 1.036
N 1.050 1.676 0.113
N 1.015 -0.278 -2.307
C 0.404 -0.129 1.644
C 0.046 1.140 0.867
C 1.668 -0.358 2.035
C -0.146 -0.581 -1.833
C -0.744 -0.927 2.180
C -1.440 -0.226 -2.496
H -1.709 -0.570 1.808
H -0.653 -1.974 1.870
H -1.286 0.490 -3.309
H -0.781 -0.880 3.273
H 2.482 0.326 1.816
H 1.737 1.056 -0.304
H 0.926 0.284 -3.163
H -0.222 -1.093 -0.812
H 0.776 2.451 -0.474
H 1.910 -1.189 2.690
H -1.903 -1.135 -2.889
H -2.115 0.196 -1.746
```

structure (SMILES)	C=C(C)C(N)=O.[H]/N=C\C
orbital gap	10.48	eV
E_HOMO	-9.740	eV

#b
C6H12N2O in the gas phase, computed with ωB97M-V/def2-TZVPD.

XYZ file:
```
21
C6H12N2O ωB97M-V/def2-TZVPD
O 1.845 -2.233 -0.261
N -0.368 -0.413 -0.540
N -1.828 -0.253 -0.211
C 2.416 0.345 -0.096
C 2.037 -0.918 0.520
C -2.599 -1.474 -0.134
C -0.651 2.110 0.224
C 0.085 0.773 -0.358
C 1.599 1.107 -0.685
H -1.206 1.941 1.336
H 2.963 -1.133 1.165
H 3.403 0.605 -0.332
H 0.860 -2.140 -0.766
H -1.782 0.314 0.750
H -2.711 -1.795 1.064
H 1.128 -0.643 1.006
H -0.016 3.050 0.030
H 2.016 1.954 -1.140
H -1.910 -2.172 -0.747
H -3.647 -1.267 -0.541
H -1.637 2.241 -0.282
```

structure (SMILES)	CN/N=C(C)/C=C\CO
orbital gap	9.56	eV
E_HOMO	-8.880	eV

Referenced to the most stable arrangement, the calculated values in hartree are #a 0.0000; #b 0.1957.

#a
C3H8N2O in the gas phase, computed with ωB97M-V/def2-TZVPD.

XYZ file:
```
14
C3H8N2O ωB97M-V/def2-TZVPD
O -0.225 0.247 -2.027
N 0.810 -0.207 -0.042
N -1.360 0.641 -0.096
C -1.683 0.160 1.231
C -0.249 0.222 -0.806
C 2.078 -0.468 -0.680
H -1.828 -0.926 1.283
H -0.881 0.424 1.924
H -2.120 0.815 -0.737
H 1.876 -0.832 -1.683
H 0.844 0.074 0.924
H 2.626 -1.230 -0.124
H -2.588 0.651 1.595
H 2.702 0.427 -0.763
```

structure (SMILES)	CNC(=O)NC
orbital gap	10.38	eV
E_HOMO	-9.546	eV

#b
C3H8N2O in the gas phase, computed with ωB97M-V/def2-TZVPD.

XYZ file:
```
14
C3H8N2O ωB97M-V/def2-TZVPD
O 1.340 0.671 0.390
N 1.631 -1.342 -1.408
N -0.858 0.252 0.752
C 0.348 0.022 0.148
C 0.326 -1.136 -0.849
C -1.086 1.513 1.434
H -0.225 2.166 1.315
H 0.024 -2.033 -0.301
H -1.663 -0.179 0.327
H 1.634 -1.953 -2.211
H 2.169 -0.494 -1.565
H -0.452 -0.870 -1.577
H -1.231 1.340 2.498
H -1.957 2.041 1.047
```

structure (SMILES)	CNC(=O)CN
orbital gap	9.94	eV
E_HOMO	-9.095	eV

#c
2 unconnected molecules or ions with the total composition C3H8N2O, computed with ωB97M-V/def2-TZVPD.

XYZ file:
```
14
C3H8N2O ωB97M-V/def2-TZVPD
O -0.016 -1.544 -0.338
N 1.339 0.646 0.452
N 2.004 -0.492 0.285
C -0.512 0.592 -1.141
C -0.626 -0.492 -0.275
C -1.599 -0.141 0.848
H 1.546 -1.411 0.470
H 1.710 1.454 0.017
H -2.250 -1.046 1.063
H -0.743 0.015 1.483
H -0.064 0.525 -2.090
H 2.445 -0.379 -0.584
H -0.952 1.618 -0.885
H -2.284 0.654 0.694
```

orbital gap (alpha / beta)	8.73 / 7.72	eV
E_HOMO (alpha / beta)	-8.553 / -8.207	eV

#d
C3H8N2O in the gas phase, computed with ωB97M-V/def2-TZVPD.

XYZ file:
```
14
C3H8N2O ωB97M-V/def2-TZVPD
O -0.178 1.622 -0.140
N -1.386 -0.639 -0.072
N -0.082 0.411 -0.191
C 1.043 -0.427 -0.463
C -2.616 -0.002 0.187
C 2.298 -0.058 0.323
H 2.004 -0.243 1.461
H 0.783 -1.390 -0.485
H 3.027 -0.716 0.159
H -2.941 0.281 1.279
H -3.333 -0.549 -0.378
H 1.200 -0.292 -1.485
H 2.749 0.973 0.238
H -2.567 1.029 -0.434
```

structure (SMILES)	CC/[N+]([O-])=N/C
orbital gap (alpha / beta)	9.95 / 8.11	eV
E_HOMO (alpha / beta)	-9.450 / -8.325	eV

Referenced to the most stable arrangement, the calculated values in hartree are #a 0.0000; #b 0.0139; #c 0.1916; #d 0.2368.

#a
C3H8N2O in the gas phase, computed with ωB97M-V/def2-TZVPD.

XYZ file:
```
14
C3H8N2O ωB97M-V/def2-TZVPD
O -1.509 0.799 0.090
N 0.585 1.162 -0.819
N 0.209 -0.460 0.911
C -0.653 -1.274 1.760
C -0.345 0.477 0.099
C 0.596 0.827 -2.398
H 1.140 -0.800 0.720
H 0.290 2.132 -0.870
H 1.232 -0.075 -2.429
H -1.539 -0.687 2.011
H -0.447 0.485 -2.525
H -0.128 -1.534 2.684
H 1.550 1.139 -0.490
H -0.980 -2.191 1.255
```

orbital gap	7.42	eV
E_HOMO	-7.023	eV

#b
2 unconnected molecules or ions with the total composition C3H8N2O, computed with ωB97M-V/def2-TZVPD.

XYZ file:
```
14
C3H8N2O ωB97M-V/def2-TZVPD
O 1.884 -2.529 0.654
N -0.346 1.665 0.656
N 1.990 -0.882 -0.934
C -1.837 0.125 -0.466
C -1.330 0.695 0.632
C 1.589 -1.421 0.305
H 0.268 1.742 -0.132
H -1.936 0.630 1.540
H 1.497 -1.430 -1.641
H 0.897 -0.814 0.918
H -0.323 2.375 1.361
H -1.312 0.319 -1.398
H 1.640 0.062 -1.049
H -2.679 -0.536 -0.445
```

structure (SMILES)	C=CN.NC=O
orbital gap	9.38	eV
E_HOMO	-8.624	eV

Referenced to the most stable arrangement, the calculated values in hartree are #a 0.0619; #b 0.0000.

#a
C3H8N2O in the gas phase, computed with ωB97M-V/def2-TZVPD.

XYZ file:
```
14
C3H8N2O ωB97M-V/def2-TZVPD
O 1.040 -0.940 1.502
N 0.140 -0.062 -0.411
N 0.273 2.350 -0.786
C -0.990 -1.928 0.649
C 0.965 1.167 -0.343
C 0.176 -0.941 0.649
H -0.383 -0.393 -1.212
H -1.203 -2.468 -0.270
H 1.211 1.230 0.703
H -0.077 2.275 -1.731
H -0.737 -2.677 1.401
H -1.930 -1.437 0.907
H -0.345 2.761 -0.104
H 1.860 1.064 -0.956
```

structure (SMILES)	CC(=O)NCN
orbital gap	10.23	eV
E_HOMO	-9.359	eV

#b
C3H8N2O in the gas phase, computed with ωB97M-V/def2-TZVPD.

XYZ file:
```
14
C3H8N2O ωB97M-V/def2-TZVPD
O -1.459 1.720 -0.549
N 0.883 0.227 0.401
N 0.058 -1.570 -1.075
C 0.849 -0.308 -0.909
C -1.282 1.489 0.611
C -0.373 0.411 1.177
H -1.070 -0.432 1.279
H 1.864 -0.477 -1.289
H 1.538 -0.159 1.059
H 0.011 -1.709 -2.071
H 0.551 -2.317 -0.605
H 0.016 0.789 2.121
H 0.315 0.382 -1.559
H -1.899 1.955 1.408
```

structure (SMILES)	NCNCC=O
orbital gap	9.90	eV
E_HOMO	-8.961	eV

#c
2 unconnected molecules or ions with the total composition C3H8N2O, computed with ωB97M-V/def2-TZVPD.

XYZ file:
```
14
C3H8N2O ωB97M-V/def2-TZVPD
O 0.190 -1.401 -2.027
N -0.849 0.548 -1.498
N 0.565 0.719 1.318
C 0.197 -0.693 1.633
C -0.831 -0.765 -1.929
C 0.848 1.490 2.293
H 0.318 2.451 2.362
H 0.536 -1.399 0.877
H -0.892 -0.689 1.657
H -1.786 -1.151 -2.331
H 0.577 -0.907 2.636
H -0.365 0.578 -0.593
H -1.759 0.950 -1.303
H 1.822 1.442 2.806
```

structure (SMILES)	C=NC.NC=O
orbital gap	8.83	eV
E_HOMO	-8.804	eV

#d
A molecular structure, C3H8N2O, computed with ωB97M-V/def2-TZVPD.

XYZ file:
```
14
C3H8N2O ωB97M-V/def2-TZVPD
O 0.968 -0.133 -0.806
N -0.880 -0.609 1.079
N 1.430 0.329 1.519
C 1.226 0.727 0.263
C -0.566 0.019 -0.048
C -1.469 0.011 -1.227
H 2.107 0.915 1.996
H -2.482 -0.288 -0.966
H 1.753 -1.002 -0.742
H 1.759 1.572 -0.182
H -1.084 -0.719 -1.958
H -1.488 0.984 -1.716
H -1.451 -1.445 0.966
H 0.179 -0.359 1.823
```

orbital gap	8.27	eV
E_HOMO	-7.439	eV

Referenced to the most stable arrangement, the calculated values in hartree are #a 0.0000; #b 0.0479; #c 0.0999; #d 0.2107.